[1]
{
  "formula": "C15H26BFIO12S3",
  "method": "the ωB97M-V functional and the def2-TZVPD basis",
  "species": ["C", "C", "C", "S", "C", "O", "O", "O", "B", "O", "C", "C", "O", "I", "O", "C", "S", "S", "O", "O", "F", "H", "H", "H", "H", "H", "H", "H", "H", "H", "H", "O", "C", "O", "C", "C", "C", "H", "H", "H", "H", "H", "H", "H", "H", "O", "C", "O", "C", "C", "C", "H", "H", "H", "H", "H", "H", "H", "H"],
  "xyz": [[-2.788, -1.059, -1.460], [-1.510, -1.173, -1.882], [-0.414, -0.230, -1.405], [1.215, -0.974, -1.870], [1.795, -1.831, -0.412], [1.069, -1.973, -2.905], [2.236, -0.013, -2.224], [-0.459, -0.364, -0.009], [-0.924, 0.903, 0.637], [-2.044, 0.781, 1.535], [0.377, 1.447, 1.514], [0.012, 2.119, 2.796], [-0.301, 1.560, 3.809], [0.071, 4.330, 2.914], [-1.335, 1.690, -0.558], [-0.760, 1.286, -1.701], [0.560, 2.524, -1.897], [-2.036, 1.609, -3.077], [-1.722, 2.840, -3.715], [-3.361, 1.586, -2.566], [-1.819, 0.486, -4.165], [-3.550, -1.006, -2.230], [-3.100, -1.081, -0.425], [-1.288, -1.988, -2.563], [2.776, -2.238, -0.673], [1.941, -1.112, 0.386], [1.067, -2.588, -0.147], [-2.569, 0.008, 1.326], [0.943, 0.573, 1.823], [1.019, 2.131, 0.961], [0.955, 2.309, -3.167], [4.439, -3.145, -0.666], [5.331, -2.898, -1.433], [5.024, -2.371, -2.623], [5.986, -1.850, -3.537], [6.555, -2.935, -4.427], [6.766, -3.251, -1.120], [6.763, -1.294, -3.009], [5.444, -1.126, -4.142], [7.095, -3.688, -3.850], [7.239, -2.508, -5.161], [5.751, -3.449, -4.953], [6.945, -4.288, -1.402], [6.915, -3.144, -0.049], [7.495, -2.609, -1.609], [-7.966, 1.327, 4.055], [-6.847, 1.766, 4.082], [-5.861, 1.098, 3.477], [-4.537, 1.639, 3.288], [-3.666, 1.390, 4.497], [-6.515, 3.017, 4.865], [-4.582, 2.693, 3.015], [-4.123, 1.118, 2.433], [-4.058, 1.890, 5.385], [-2.654, 1.746, 4.317], [-3.627, 0.323, 4.721], [-6.327, 2.745, 5.903], [-7.374, 3.682, 4.821], [-5.664, 3.570, 4.475]],
  "charge": -1,
  "multiplicity": 1,
  "homo_energy_ev": -5.839,
  "gap_ev": 7.92,
  "e_tot_ev": -84548.390
}


[2]
{
  "formula": "C15H26FeN6O7",
  "method": "the ωB97M-V functional and the def2-TZVPD basis",
  "species": ["O", "H", "Fe", "N", "N", "N", "N", "O", "O", "O", "O", "C", "C", "C", "C", "C", "H", "H", "H", "C", "H", "H", "H", "C", "C", "H", "H", "H", "H", "H", "H", "H", "H", "C", "H", "H", "H", "O", "H", "H", "N", "C", "O", "C", "C", "C", "N", "C", "C", "H", "H", "H", "H", "H", "H"],
  "xyz": [[3.313, 0.906, -2.845], [4.113, 0.757, -3.368], [0.920, -0.400, -0.677], [0.691, 1.302, -1.301], [1.927, 0.423, 0.687], [-0.469, -1.147, -1.619], [0.701, -1.934, 0.408], [-0.232, 1.764, -2.072], [-1.323, -0.527, -2.472], [1.159, -2.152, 1.659], [2.351, -0.009, 1.852], [2.287, 1.697, 0.356], [1.592, 2.192, -0.766], [-0.860, -2.386, -1.233], [-0.228, -2.818, -0.035], [1.805, 3.475, -1.462], [2.291, 3.300, -2.430], [2.452, 4.125, -0.867], [0.847, 3.978, -1.631], [3.361, 2.344, 1.141], [4.299, 1.777, 1.054], [3.092, 2.387, 2.204], [3.542, 3.361, 0.782], [-1.986, -3.063, -1.912], [-0.636, -4.007, 0.753], [-2.075, -2.710, -2.944], [-2.934, -2.864, -1.388], [-1.827, -4.148, -1.909], [-0.208, -3.967, 1.758], [-0.301, -4.931, 0.263], [-1.730, -4.059, 0.832], [-0.916, 0.429, -2.527], [1.739, -1.249, 1.856], [2.545, -0.910, -1.607], [3.195, 0.016, -2.156], [2.248, -1.651, -2.361], [3.188, -1.379, -0.841], [1.085, -0.081, -3.635], [1.990, 0.370, -3.534], [1.024, -0.337, -4.564], [-4.238, 1.102, 4.575], [-4.350, 1.195, 3.216], [-5.403, 1.507, 2.671], [-3.105, 0.903, 2.425], [-1.863, 0.554, 2.980], [-0.784, 0.280, 2.134], [-0.878, 0.325, 0.797], [-2.052, 0.693, 0.258], [-3.177, 0.978, 1.026], [-5.072, 1.270, 5.114], [-3.408, 0.799, 5.055], [-1.687, 0.483, 4.051], [0.186, 0.036, 2.563], [-2.111, 0.751, -0.824], [-4.093, 1.249, 0.508]],
  "charge": 1,
  "multiplicity": 6,
  "homo_energy_ev": [-10.808, -12.312],
  "gap_ev": [6.59, 6.79],
  "e_tot_ev": -73620.995
}


Repeat the second record exactly.
{
  "formula": "C15H26FeN6O7",
  "method": "the ωB97M-V functional and the def2-TZVPD basis",
  "species": ["O", "H", "Fe", "N", "N", "N", "N", "O", "O", "O", "O", "C", "C", "C", "C", "C", "H", "H", "H", "C", "H", "H", "H", "C", "C", "H", "H", "H", "H", "H", "H", "H", "H", "C", "H", "H", "H", "O", "H", "H", "N", "C", "O", "C", "C", "C", "N", "C", "C", "H", "H", "H", "H", "H", "H"],
  "xyz": [[3.313, 0.906, -2.845], [4.113, 0.757, -3.368], [0.920, -0.400, -0.677], [0.691, 1.302, -1.301], [1.927, 0.423, 0.687], [-0.469, -1.147, -1.619], [0.701, -1.934, 0.408], [-0.232, 1.764, -2.072], [-1.323, -0.527, -2.472], [1.159, -2.152, 1.659], [2.351, -0.009, 1.852], [2.287, 1.697, 0.356], [1.592, 2.192, -0.766], [-0.860, -2.386, -1.233], [-0.228, -2.818, -0.035], [1.805, 3.475, -1.462], [2.291, 3.300, -2.430], [2.452, 4.125, -0.867], [0.847, 3.978, -1.631], [3.361, 2.344, 1.141], [4.299, 1.777, 1.054], [3.092, 2.387, 2.204], [3.542, 3.361, 0.782], [-1.986, -3.063, -1.912], [-0.636, -4.007, 0.753], [-2.075, -2.710, -2.944], [-2.934, -2.864, -1.388], [-1.827, -4.148, -1.909], [-0.208, -3.967, 1.758], [-0.301, -4.931, 0.263], [-1.730, -4.059, 0.832], [-0.916, 0.429, -2.527], [1.739, -1.249, 1.856], [2.545, -0.910, -1.607], [3.195, 0.016, -2.156], [2.248, -1.651, -2.361], [3.188, -1.379, -0.841], [1.085, -0.081, -3.635], [1.990, 0.370, -3.534], [1.024, -0.337, -4.564], [-4.238, 1.102, 4.575], [-4.350, 1.195, 3.216], [-5.403, 1.507, 2.671], [-3.105, 0.903, 2.425], [-1.863, 0.554, 2.980], [-0.784, 0.280, 2.134], [-0.878, 0.325, 0.797], [-2.052, 0.693, 0.258], [-3.177, 0.978, 1.026], [-5.072, 1.270, 5.114], [-3.408, 0.799, 5.055], [-1.687, 0.483, 4.051], [0.186, 0.036, 2.563], [-2.111, 0.751, -0.824], [-4.093, 1.249, 0.508]],
  "charge": 1,
  "multiplicity": 6,
  "homo_energy_ev": [-10.808, -12.312],
  "gap_ev": [6.59, 6.79],
  "e_tot_ev": -73620.995
}


Please write out number 1 again, unchanged.
{
  "formula": "C15H26BFIO12S3",
  "method": "the ωB97M-V functional and the def2-TZVPD basis",
  "species": ["C", "C", "C", "S", "C", "O", "O", "O", "B", "O", "C", "C", "O", "I", "O", "C", "S", "S", "O", "O", "F", "H", "H", "H", "H", "H", "H", "H", "H", "H", "H", "O", "C", "O", "C", "C", "C", "H", "H", "H", "H", "H", "H", "H", "H", "O", "C", "O", "C", "C", "C", "H", "H", "H", "H", "H", "H", "H", "H"],
  "xyz": [[-2.788, -1.059, -1.460], [-1.510, -1.173, -1.882], [-0.414, -0.230, -1.405], [1.215, -0.974, -1.870], [1.795, -1.831, -0.412], [1.069, -1.973, -2.905], [2.236, -0.013, -2.224], [-0.459, -0.364, -0.009], [-0.924, 0.903, 0.637], [-2.044, 0.781, 1.535], [0.377, 1.447, 1.514], [0.012, 2.119, 2.796], [-0.301, 1.560, 3.809], [0.071, 4.330, 2.914], [-1.335, 1.690, -0.558], [-0.760, 1.286, -1.701], [0.560, 2.524, -1.897], [-2.036, 1.609, -3.077], [-1.722, 2.840, -3.715], [-3.361, 1.586, -2.566], [-1.819, 0.486, -4.165], [-3.550, -1.006, -2.230], [-3.100, -1.081, -0.425], [-1.288, -1.988, -2.563], [2.776, -2.238, -0.673], [1.941, -1.112, 0.386], [1.067, -2.588, -0.147], [-2.569, 0.008, 1.326], [0.943, 0.573, 1.823], [1.019, 2.131, 0.961], [0.955, 2.309, -3.167], [4.439, -3.145, -0.666], [5.331, -2.898, -1.433], [5.024, -2.371, -2.623], [5.986, -1.850, -3.537], [6.555, -2.935, -4.427], [6.766, -3.251, -1.120], [6.763, -1.294, -3.009], [5.444, -1.126, -4.142], [7.095, -3.688, -3.850], [7.239, -2.508, -5.161], [5.751, -3.449, -4.953], [6.945, -4.288, -1.402], [6.915, -3.144, -0.049], [7.495, -2.609, -1.609], [-7.966, 1.327, 4.055], [-6.847, 1.766, 4.082], [-5.861, 1.098, 3.477], [-4.537, 1.639, 3.288], [-3.666, 1.390, 4.497], [-6.515, 3.017, 4.865], [-4.582, 2.693, 3.015], [-4.123, 1.118, 2.433], [-4.058, 1.890, 5.385], [-2.654, 1.746, 4.317], [-3.627, 0.323, 4.721], [-6.327, 2.745, 5.903], [-7.374, 3.682, 4.821], [-5.664, 3.570, 4.475]],
  "charge": -1,
  "multiplicity": 1,
  "homo_energy_ev": -5.839,
  "gap_ev": 7.92,
  "e_tot_ev": -84548.390
}